Entry 1:
The following is a DFT calculation (ωB97M-V/def2-TZVPD) of C5H6O in the gas phase.

Results
Energy in eV: -7326.5966
LUMO level in eV: 1.011
SMILES: O=CCC1C=C1
Gap between HOMO and LUMO in eV: 10.246
Net charge: 0
Relative energy (zero: lowest compared OMol25 entry of this formula, charge and spin) in kcal per mole: 62.0

Last columns: bonded neighbours and bond lengths (Å).
Geometry (Å):
1 C 0.923 -0.442 -0.352  C2 1.528, C5 1.513, H7 1.098, H8 1.101
2 C 0.289 0.924 -0.091  C1 1.528, C3 1.498, C6 1.497, H9 1.095
3 C -1.192 1.098 0.040  C2 1.498, C6 1.293, H10 1.078
4 O -1.190 -1.542 -0.695  C5 1.205
5 C -0.046 -1.603 -0.321  C1 1.513, O4 1.205, H11 1.112
6 C -0.523 1.167 1.143  C2 1.497, C3 1.293, H12 1.079
7 H 1.743 -0.636 0.352  C1 1.098
8 H 1.380 -0.461 -1.354  C1 1.101
9 H 0.880 1.748 -0.506  C2 1.095
10 H -2.130 1.077 -0.491  C3 1.078
11 H 0.364 -2.566 0.056  C5 1.112
12 H -0.498 1.237 2.220  C6 1.079

natural (NBO) population analysis, charges in e, atoms 1 to 6:
1. C -0.537
2. C -0.245
3. C -0.138
4. O -0.522
5. C 0.450
6. C -0.210

Entry 2:
The following is a DFT calculation (ωB97M-V/def2-TZVPD) of C5H6O in the gas phase in a non-equilibrium geometry.

Results
Energy in eV: -7326.0700
LUMO level in eV: 1.105
SMILES: C#C[C@@H]1O[C@@H]1C
Gap between HOMO and LUMO in eV: 11.140
Net charge: 0
Relative energy (zero: lowest compared OMol25 entry of this formula, charge and spin) in kcal per mole: 74.1

Last columns: bonded neighbours and bond lengths (Å).
Geometry (Å):
1 C -1.276 0.850 -0.044  C2 1.497, H7 1.093, H8 1.088, H9 1.095
2 C -0.910 -0.528 0.412  C1 1.497, O3 1.408, C4 1.466, H10 1.090
3 O -0.606 -1.283 -0.738  C2 1.408, C4 1.469
4 C 0.453 -1.041 0.251  C2 1.466, O3 1.469, C5 1.460, H11 1.074
5 C 1.581 -0.156 -0.022  C4 1.460, C6 1.208
6 C 2.513 0.563 -0.293  C5 1.208, H12 1.073
7 H -0.595 1.143 -0.847  C1 1.093
8 H -1.279 1.597 0.747  C1 1.088
9 H -2.277 0.761 -0.478  C1 1.095
10 H -1.534 -0.972 1.188  C2 1.090
11 H 0.586 -2.087 0.453  C4 1.074
12 H 3.344 1.155 -0.629  C6 1.073

natural (NBO) population analysis, charges in e, atoms 1 to 6:
1. C -0.634
2. C 0.079
3. O -0.481
4. C -0.055
5. C -0.035
6. C -0.212

Entry 3:
The following is a DFT calculation (ωB97M-V/def2-TZVPD) of 2 unconnected molecules or ions with the total composition C5H6O in a non-equilibrium geometry.

Results
Energy in eV: -7324.5751
LUMO level in eV: -0.461
Gap between HOMO and LUMO in eV: 9.412
Net charge: 0
Relative energy (zero: lowest compared OMol25 entry of this formula, charge and spin) in kcal per mole: 108.6

Last columns: bonded neighbours and bond lengths (Å).
Geometry (Å):
1 C -1.800 0.015 -0.332  C2 1.576, H7 1.095, H8 1.094, H9 1.112
2 C -0.354 0.299 0.227  C1 1.576, C3 1.524, H11 1.104
3 C 0.718 -0.059 -0.795  C2 1.524, O4 1.201, C5 1.478
4 O 0.440 -0.402 -1.911  C3 1.201
5 C 2.041 0.019 -0.140  C3 1.478, C6 1.226
6 C 2.340 -0.189 1.030  C5 1.226, H12 1.060
7 H -2.561 0.350 0.379  C1 1.095
8 H -1.970 -1.040 -0.565  C1 1.094
9 H -2.039 0.561 -1.271  C1 1.112
10 H 0.555 -0.222 1.328  no bonds
11 H -0.326 1.390 0.394  C2 1.104
12 H 3.004 -0.361 1.838  C6 1.060

natural (NBO) population analysis, charges in e, atoms 1 to 6:
1. C -0.636
2. C -0.429
3. C 0.485
4. O -0.496
5. C -0.068
6. C -0.212

Entry 4:
The following is a DFT calculation (ωB97M-V/def2-TZVPD) of C5H6O2 in the gas phase.

Results
Energy in eV: -9374.8846
LUMO level in eV: -0.083
SMILES: C#CC(=O)[C@@H](C)O
Gap between HOMO and LUMO in eV: 10.324
Net charge: 0
Relative energy (zero: lowest compared OMol25 entry of this formula, charge and spin) in kcal per mole: 51.0

Last columns: bonded neighbours and bond lengths (Å).
Geometry (Å):
1 C -1.170 1.012 0.298  C2 1.523, H8 1.093, H9 1.094, H10 1.096
2 C -0.766 -0.452 0.184  C1 1.523, O3 1.397, C4 1.522, H11 1.105
3 O -1.749 -1.212 -0.454  C2 1.397, H12 0.974
4 C 0.573 -0.781 -0.461  C2 1.522, O5 1.217, C6 1.454
5 O 0.657 -1.791 -1.136  C4 1.217
6 C 1.752 0.012 -0.151  C4 1.454, C7 1.205
7 C 2.756 0.636 0.081  C6 1.205, H13 1.070
8 H -2.037 1.061 0.962  C1 1.093
9 H -1.457 1.453 -0.660  C1 1.094
10 H -0.363 1.606 0.742  C1 1.096
11 H -0.593 -0.807 1.216  C2 1.105
12 H -1.257 -1.912 -0.921  O3 0.974
13 H 3.653 1.176 0.300  C7 1.070

natural (NBO) population analysis, charges in e, atoms 1 to 6:
1. C -0.623
2. C 0.019
3. O -0.705
4. C 0.497
5. O -0.514
6. C -0.140

Number 1: HOMO level -9.24 eV. Number 2: HOMO level -10.04 eV. Number 3: HOMO level -9.87 eV. Number 4: HOMO level -10.41 eV.